Below is C29H32IrN6O8S3 as an isolated structure, with properties calculated with the ωB97M-V functional and the def2-TZVPD basis.

Values from the calculation:
- Charge: -1
- LUMO level: 2.04 eV
- Energy relative to the best compared isomer or geometry (same formula, charge and spin): 0.0000 eV
- Molar mass: 881.027 g/mol
- HOMO-LUMO gap: 6.812 eV

Positions of all 79 atoms, in Å:
Ir  -0.355  0.792  -0.700
C  2.943  -3.460  0.781
O  2.130  -3.524  -0.410
C  2.746  -3.980  -1.536
C  3.719  -4.974  -1.494
C  4.287  -5.463  -2.660
C  3.894  -4.956  -3.889
C  2.951  -3.943  -3.934
C  2.368  -3.444  -2.774
N  1.384  -2.437  -2.905
C  1.163  -1.443  -1.975
N  2.264  -0.873  -1.486
C  2.422  -0.052  -0.340
C  1.408  0.739  0.209
C  1.774  1.532  1.303
C  3.053  1.530  1.822
C  4.047  0.736  1.263
C  3.721  -0.044  0.176
O  4.644  -0.874  -0.455
C  5.900  -0.271  -0.728
N  -0.032  -1.030  -1.655
C  -1.216  -1.712  -2.017
C  -1.349  -3.098  -2.052
C  -2.565  -3.698  -2.356
C  -3.672  -2.912  -2.608
C  -3.577  -1.528  -2.532
C  -2.368  -0.928  -2.226
O  -2.220  0.421  -2.078
C  -3.403  1.224  -1.938
H  2.492  -2.732  1.456
H  3.945  -3.121  0.522
H  2.976  -4.435  1.270
H  4.016  -5.377  -0.536
H  5.034  -6.243  -2.603
H  4.333  -5.328  -4.805
H  2.657  -3.503  -4.879
H  0.580  -2.675  -3.462
H  3.139  -1.226  -1.845
H  1.023  2.159  1.759
H  3.279  2.139  2.687
H  5.046  0.714  1.677
H  6.506  -0.181  0.176
H  5.766  0.719  -1.168
H  6.414  -0.923  -1.432
H  -0.497  -3.720  -1.803
H  -2.640  -4.778  -2.369
H  -4.628  -3.367  -2.831
H  -4.459  -0.922  -2.673
H  -3.041  2.225  -1.722
H  -4.002  0.841  -1.110
H  -3.959  1.223  -2.876
N  -0.102  -2.293  1.327
C  -1.573  -2.463  1.283
C  -2.338  -1.197  0.892
O  -3.558  -1.315  0.863
O  -1.671  -0.141  0.665
H  0.265  -2.865  2.146
H  0.157  -1.320  1.549
H  0.363  -2.553  0.458
H  -1.896  -2.760  2.281
H  -1.838  -3.252  0.583
O  0.471  1.874  -2.200
S  0.060  3.348  -1.924
O  -0.930  3.771  -2.889
O  1.228  4.180  -1.815
S  -0.841  2.997  -0.090
C  -0.567  -5.505  3.676
C  0.009  -4.374  4.481
C  0.002  -4.377  5.863
C  0.544  -3.247  6.472
N  1.068  -2.233  5.820
C  1.084  -2.298  4.459
S  1.804  -1.063  3.538
N  0.531  -3.363  3.792
H  -1.010  -6.266  4.317
H  0.215  -5.968  3.071
H  -1.334  -5.133  2.995
H  -0.417  -5.194  6.433
H  0.548  -3.166  7.557